3 unconnected molecules or ions with the total composition C20H30Cl2O8P2 at a distorted geometry. Source: OMol25; level of theory: ωB97M-V with the def2-TZVPD basis set.

The geometry in XYZ format:
```
62
Properties=species:S:1:pos:R:3:forces:R:3
C -3.66450 1.03747 1.34114 0.1 -0.5 -1.4
C -2.19330 1.22453 0.58305 -0.8 0.2 -0.2
C -1.50296 2.69376 0.88991 -1.1 -0.2 -0.5
C -1.28112 3.01490 2.48232 0.0 0.6 0.2
C 0.27957 3.00058 2.98438 0.5 0.5 -0.1
C 1.16960 1.84000 2.19525 -1.1 -2.3 0.9
C 0.86310 0.37494 2.34643 2.7 2.7 -2.2
P -0.54665 -0.30064 3.50706 0.4 2.1 -0.2
P 0.36262 -1.91569 4.65474 5.4 -4.0 1.6
O 1.95642 -1.92367 4.63016 -5.9 0.3 -0.1
O -0.08237 -1.90806 6.36502 1.2 -1.0 -2.8
O -0.31209 -3.43172 4.02149 -0.9 4.0 0.8
C 1.82731 -0.64223 1.43977 0.1 -5.1 0.2
O 1.80959 -1.96908 1.59269 -0.2 8.3 -1.0
C 2.83118 -0.03190 0.25501 1.2 3.0 -1.1
C 3.55876 -1.04687 -0.85747 -1.4 0.5 -2.9
Cl 4.84656 -2.20384 -0.15131 -2.0 1.8 -1.1
C 3.21542 -1.02340 -2.32402 0.5 0.5 4.4
C 2.08262 -0.00398 -2.96993 0.5 -0.4 -0.7
Cl 4.15850 -2.18411 -3.45667 -1.6 1.9 1.7
C 3.14699 1.43867 0.13808 -0.7 -3.7 0.7
O 4.07262 1.96159 -0.90295 -1.5 -1.2 3.1
C 2.39681 2.43264 1.23468 2.6 4.3 -0.7
O 2.84152 3.69661 1.30475 -3.2 -7.7 -0.1
H -4.31545 0.37867 0.58810 1.5 1.6 2.0
H -4.21670 2.06683 1.47295 1.2 -2.0 -0.1
H -3.59652 0.42448 2.33961 -0.2 1.5 -1.9
H -2.42763 1.11953 -0.58269 0.7 0.4 2.5
H -1.51102 0.31288 0.85282 -1.1 1.8 -0.5
H -2.28240 3.50002 0.48058 1.7 -1.8 0.8
H -0.54904 2.80427 0.22045 -1.6 -0.1 1.5
H -1.89360 2.29992 3.18072 1.0 1.3 -1.6
H -1.69117 4.11823 2.66004 0.9 -2.4 -0.2
H 0.71782 4.09335 2.78713 -0.6 -2.7 0.1
H 0.35004 2.86483 4.16834 -0.2 -0.1 -2.7
H -1.62052 -0.85779 2.71247 1.1 -0.2 0.1
H 0.57280 -2.56808 6.78752 -1.2 1.5 -1.1
H -1.22694 -3.13428 3.68721 1.8 -1.0 0.6
H 2.19485 1.09975 -2.58817 0.1 -2.3 -0.6
H 2.25400 -0.00259 -4.12883 -0.2 0.1 2.3
H 0.97585 -0.35290 -2.78801 2.3 0.4 -0.1
H 5.02825 1.80390 -0.64246 -1.7 0.0 -0.1
C 5.61247 0.99627 -7.00265 0.0 0.4 0.3
C 4.26711 0.41091 -6.66597 -0.9 0.6 1.1
C 3.85491 -0.84253 -7.39064 -0.4 0.0 0.2
O 3.53291 0.93654 -5.83088 0.9 -0.6 -1.1
H 5.77601 1.89823 -6.40324 -0.1 -0.2 -0.1
H 6.40003 0.27483 -6.77102 0.0 0.0 -0.2
H 5.64489 1.26878 -8.06057 0.1 -0.2 0.0
H 4.56412 -1.64589 -7.17627 0.0 0.1 -0.2
H 3.80899 -0.65194 -8.46582 0.2 -0.1 0.0
H 2.86185 -1.15059 -7.04655 0.2 0.1 -0.1
C -7.22070 -2.25903 0.79925 0.1 0.4 -0.3
C -6.06458 -2.12870 1.75445 1.0 1.0 -0.2
C -6.00106 -3.09944 2.90328 0.4 0.2 0.2
O -5.20493 -1.26240 1.60209 -1.3 -1.6 0.3
H -7.13638 -1.49313 0.02089 0.0 -0.2 0.2
H -7.20154 -3.24339 0.32487 -0.2 0.0 0.2
H -8.16265 -2.11223 1.33375 0.0 -0.2 -0.1
H -5.92752 -4.12122 2.52265 -0.2 0.0 0.1
H -6.88863 -2.99006 3.53153 0.0 -0.2 -0.1
H -5.11413 -2.88654 3.50950 -0.2 0.0 -0.1
```
Forces are in eV/Å.

The value obtained for the HOMO-LUMO gap is 6.9 eV.

Per-atom Löwdin charges, elementary charge units: C -0.1530; C -0.2526; C -0.2092; C -0.2214; C -0.1694; C -0.0697; C -0.2661; P 0.8512; P 0.5146; O -0.4073; O -0.2821; O -0.2702; C -0.1786; O -0.0334; C -0.0174; C -0.5178; Cl 0.5190; C -0.5348; C -0.0977; Cl 0.4946; C -0.0852; O -0.0358; C -0.1136; O -0.0081; H 0.0708; H 0.0860; H 0.0499; H 0.1134; H 0.0595; H 0.1179; H 0.1083; H 0.0818; H 0.1201; H 0.1235; H 0.1297; H -0.0670; H 0.0961; H 0.0547; H 0.0875; H 0.0542; H 0.0925; H 0.1376; C -0.0248; C -0.4884; C -0.0283; O 0.0323; H 0.0856; H 0.0874; H 0.0858; H 0.0850; H 0.0858; H 0.0843; C -0.0206; C -0.4682; C -0.0214; O 0.0136; H 0.0864; H 0.0879; H 0.0879; H 0.0881; H 0.0882; H 0.0808